Entry 1:
A cluster of 6 separate species, C36H54BF23NO12S in total at a distorted geometry. Source: OMol25; level of theory: ωB97M-V/def2-TZVPD.

Its LUMO energy is -5.25 eV. The highest occupied orbital energy comes out at -11.532 eV. Its strongest force on any atom is 3.859 eV/Å. As for the frontier orbital gap: 6.28 eV. Its net charge is +1. Its multiplicity is 1.

XYZ file:
```
128
C36H54BF23NO12S, DFT ωB97M-V/def2-TZVPD
C 1.41 5.13 -2.03
O 0.94 5.11 -0.66
C 1.41 3.97 0.01
C 1.05 4.11 1.50
C 2.02 3.28 2.38
C 1.32 1.97 2.86
C 1.78 0.72 2.10
C 0.87 0.43 0.84
C 0.37 -0.99 0.83
C 1.33 -1.95 0.50
C 2.76 -1.56 0.21
O 3.59 -1.47 1.10
O 3.02 -1.33 -1.10
B 3.82 -0.20 -1.39
O 4.59 -0.26 -2.50
O 3.82 0.96 -0.62
C 0.98 -3.28 0.45
C 1.94 -4.40 0.15
C 2.65 -4.31 -1.22
C 3.17 -5.68 -1.60
F 3.82 -6.27 -0.54
C -0.32 -3.59 0.70
N -1.22 -2.68 1.00
S -2.81 -3.35 1.23
O -3.84 -2.54 0.70
O -2.87 -4.67 0.70
C -2.96 -3.59 3.09
F -4.08 -3.08 3.49
F -1.92 -2.96 3.66
C -2.82 -5.09 3.49
F -1.68 -5.58 3.03
F -2.74 -5.13 4.82
F -3.86 -5.80 3.13
C -0.90 -1.36 1.10
C -1.95 -0.33 1.49
F -1.34 0.64 2.21
F -2.84 -0.81 2.37
C -2.60 0.41 0.28
F -1.83 1.39 -0.17
F -2.62 -0.50 -0.73
C -4.05 0.94 0.40
F -4.89 -0.06 0.68
F -4.40 1.34 -0.83
C -4.33 2.07 1.43
F -3.76 1.81 2.62
F -5.65 2.04 1.68
C -3.94 3.53 1.06
F -4.27 4.22 2.16
F -2.62 3.68 0.96
C -4.67 4.22 -0.13
F -4.99 5.47 0.27
F -5.83 3.65 -0.47
C -3.80 4.44 -1.43
F -2.93 3.45 -1.67
F -4.67 4.44 -2.46
C -3.07 5.82 -1.50
F -3.88 6.78 -1.89
F -2.43 6.12 -0.39
F -2.14 5.69 -2.47
H 2.12 5.93 -2.14
H 0.55 5.26 -2.69
H 1.85 4.16 -2.27
H 2.49 3.83 -0.09
H 0.87 3.09 -0.37
H 1.05 5.14 1.83
H 0.03 3.73 1.60
H 2.94 2.99 1.88
H 2.27 3.83 3.30
H 0.24 2.10 2.88
H 1.61 1.82 3.91
H 1.69 -0.14 2.77
H 2.80 0.79 1.76
H 0.10 1.18 0.75
H 1.50 0.53 -0.03
H 5.48 0.05 -2.31
H 3.30 1.64 -1.06
H 2.65 -4.51 0.98
H 1.35 -5.32 0.17
H 3.53 -3.68 -1.07
H 2.04 -3.85 -2.00
H 3.91 -5.56 -2.39
H 2.40 -6.34 -1.98
H -0.59 -4.64 0.66
C 1.47 7.11 5.70
C 2.23 6.03 4.96
O 3.50 5.78 5.57
H 2.05 8.03 5.72
H 0.51 7.31 5.23
H 1.30 6.81 6.74
H 2.42 6.33 3.93
H 1.66 5.09 4.94
H 3.33 5.50 6.47
C 1.22 -9.94 -4.07
C 1.76 -8.52 -4.03
O 2.94 -8.44 -3.24
H 1.01 -10.29 -3.06
H 0.31 -10.00 -4.66
H 1.96 -10.62 -4.49
H 1.02 -7.85 -3.58
H 1.98 -8.17 -5.04
H 3.60 -9.02 -3.63
C -6.09 -7.73 5.42
C -4.82 -8.50 5.10
O -5.11 -9.69 4.37
H -6.77 -8.35 6.00
H -5.87 -6.83 5.99
H -6.61 -7.45 4.50
H -4.31 -8.80 6.02
H -4.13 -7.89 4.51
H -5.55 -9.44 3.56
C 0.16 8.26 -5.63
C -0.42 7.47 -4.47
O 0.46 7.50 -3.34
H 1.13 7.86 -5.92
H -0.50 8.23 -6.50
H 0.31 9.31 -5.35
H -0.55 6.43 -4.75
H -1.39 7.88 -4.18
H 0.56 8.43 -3.08
C 4.33 -0.61 -6.04
C 4.87 0.81 -6.17
O 6.14 0.93 -5.53
H 4.24 -0.88 -4.99
H 3.36 -0.70 -6.53
H 5.02 -1.33 -6.50
H 4.20 1.52 -5.70
H 4.98 1.09 -7.22
H 6.75 0.32 -5.95
```

Entry 2:
A cluster of 2 separate species, C6H8BBrCl2OP2S in total. Source: OMol25; level of theory: ωB97M-V/def2-TZVPD.

Its LUMO energy is -0.93 eV. The highest occupied orbital energy comes out at -9.188 eV. Its strongest force on any atom is 0.936 eV/Å. As for the frontier orbital gap: 8.26 eV. Its SMILES is OP(Br)B[PH2]=S.Clc1ccccc1Cl. Its multiplicity is 1.

XYZ file:
```
22
C6H8BBrCl2OP2S, DFT ωB97M-V/def2-TZVPD
O 0.24 3.08 -2.35
P -0.45 2.04 -3.40
Br -0.46 0.11 -2.24
B -2.31 2.56 -3.35
P -3.65 1.75 -2.36
S -3.54 3.28 -1.13
H -0.33 3.38 -1.62
H -2.58 3.56 -3.92
H -3.25 0.53 -1.81
H -4.85 1.43 -3.02
Cl 0.65 -2.88 -0.51
C 1.28 -2.26 0.97
C 1.55 -0.90 1.07
C 2.06 -0.38 2.25
C 2.30 -1.21 3.33
C 2.04 -2.57 3.23
C 1.53 -3.10 2.05
Cl 1.21 -4.79 1.96
H 1.36 -0.26 0.22
H 2.27 0.68 2.32
H 2.70 -0.81 4.25
H 2.23 -3.24 4.06
```

Entry 3:
A structure of composition C44H47Br2MoN2O6Se at a distorted geometry. Source: OMol25; level of theory: ωB97M-V/def2-TZVPD.

Its LUMO energy (spin up / spin down) is 2.19 / 1.54 eV. The highest occupied orbital energy (spin up / spin down) comes out at -4.623 / -4.690 eV. Its strongest force on any atom is 2.747 eV/Å. For the energy relative to the best compared isomer or geometry (same formula, charge and spin), the calculation gives 18.0 kcal per mole. As for the frontier orbital gap (spin up / spin down): 6.81 / 6.23 eV. Its net charge is -1. Its multiplicity is 3.

XYZ file:
```
103
C44H47Br2MoN2O6Se, DFT ωB97M-V/def2-TZVPD
Mo -0.88 -0.94 1.22
O 1.72 -0.44 0.72
C 2.25 0.62 1.51
C 1.05 1.29 2.29
O 1.23 2.38 2.81
O 0.01 0.58 2.36
C 3.22 0.12 2.56
C 4.51 -0.25 2.17
C 5.42 -0.69 3.12
C 5.07 -0.77 4.45
C 3.78 -0.42 4.84
C 2.86 0.01 3.90
C 2.89 1.66 0.62
C 2.81 1.56 -0.76
C 3.35 2.55 -1.57
C 3.98 3.64 -0.99
C 4.06 3.74 0.38
C 3.53 2.76 1.19
H 2.39 -1.12 0.58
H 4.80 -0.18 1.13
H 6.42 -0.96 2.80
H 5.79 -1.10 5.19
H 3.50 -0.48 5.88
H 1.87 0.27 4.22
H 2.31 0.72 -1.22
H 3.28 2.46 -2.64
H 4.40 4.42 -1.62
H 4.54 4.60 0.84
H 3.57 2.84 2.27
C -4.61 0.26 3.14
C -3.28 -0.32 2.79
N -2.67 -0.11 1.65
O -3.31 0.68 0.69
C -2.54 -1.16 3.65
C -2.99 -1.53 5.03
N -1.39 -1.58 3.13
O -0.59 -2.24 3.87
H -4.82 1.11 2.49
H -4.63 0.57 4.18
H -5.39 -0.49 2.99
H -2.60 0.82 0.04
H -3.99 -1.96 5.00
H -3.00 -0.66 5.69
H -2.29 -2.26 5.42
C -1.63 1.25 -6.37
C -0.37 1.92 -5.79
C 0.87 1.36 -6.50
C -0.42 3.43 -6.07
C -0.35 1.61 -4.30
C 0.03 0.35 -3.86
C -0.06 0.03 -2.53
Br 0.60 -1.69 -2.00
C -0.55 0.90 -1.53
O -0.77 0.47 -0.32
C -0.77 2.24 -1.97
C -0.72 2.52 -3.33
C -0.96 3.46 -1.05
C -0.84 3.15 0.44
C 0.18 4.44 -1.39
C -2.32 4.12 -1.31
H -1.72 1.46 -7.43
H -2.51 1.62 -5.85
H -1.58 0.18 -6.22
H 0.89 1.70 -7.53
H 0.87 0.27 -6.51
H 1.78 1.69 -6.01
H -0.34 3.60 -7.14
H 0.41 3.93 -5.58
H -1.35 3.87 -5.72
H 0.38 -0.41 -4.54
H -0.97 3.52 -3.63
H 0.08 2.61 0.63
H -1.69 2.59 0.82
H -0.78 4.08 1.00
H 1.14 3.95 -1.23
H 0.13 5.32 -0.75
H 0.14 4.77 -2.43
H -3.13 3.43 -1.07
H -2.43 4.43 -2.34
H -2.42 5.00 -0.67
Br 3.47 -6.25 1.12
C 2.15 -4.87 1.19
C 1.05 -4.95 0.37
C 0.12 -3.92 0.40
C 0.22 -2.81 1.24
C 1.35 -2.81 2.07
C 2.32 -3.80 2.04
H 0.90 -5.79 -0.30
H -0.70 -4.00 -0.30
H 1.48 -2.01 2.80
H 3.19 -3.73 2.68
Se -2.63 -2.22 -0.34
C -3.07 -3.96 0.32
C -2.74 -4.36 1.61
C -3.02 -5.64 2.04
C -3.65 -6.54 1.19
C -3.98 -6.14 -0.09
C -3.69 -4.87 -0.53
H -2.23 -3.67 2.28
H -2.73 -5.94 3.03
H -3.86 -7.55 1.53
H -4.46 -6.84 -0.77
H -3.93 -4.56 -1.54
```